# C5H34N2O10S

A cluster of 11 separate species, C5H34N2O10S in total at a distorted geometry (ωB97M-V/def2-TZVPD, the Open Molecules 2025 dataset).

Last column: Löwdin charge in e.
Element x y z (Å)
H 3.985515 1.177960 0.161214  0.054
H 1.563108 0.520521 1.242463  0.074
O -3.066172 2.394497 0.156679  0.008
H 0.820789 -2.409968 -0.153512  0.112
H -2.797693 -0.252254 0.119351  -0.003
H -0.106629 2.852987 1.738481  -0.214
H 2.667775 1.427315 -3.005732  0.110
H 2.133332 -2.309938 -2.884780  0.069
H -2.122743 -2.941692 1.044135  0.083
O 3.442021 0.496900 -0.167513  -0.028
H 0.727465 -3.834736 2.840958  0.034
O -3.319189 -0.169439 0.919944  -0.081
H -2.238612 2.665136 0.378205  -0.025
H 0.453114 -0.464769 -2.521265  0.122
O 2.096051 1.623109 -2.216308  -0.047
S 0.171895 2.279829 2.878401  0.722
C 0.842419 -1.404338 -0.605708  -0.158
C 0.733641 -0.115655 1.500726  -0.282
O 0.723487 -3.279569 2.074782  -0.072
H -0.203128 -0.004997 3.543566  0.109
H -0.236193 0.322132 -0.223004  0.051
H -2.960405 -0.889249 1.511079  0.044
H -1.192958 -1.671550 0.961802  0.023
H 1.205111 -1.007067 1.937156  0.087
O -1.722034 -2.249880 1.588191  -0.083
H -1.284741 0.427126 2.135506  0.050
H -3.208485 1.702387 0.819937  0.043
C 0.285067 -1.474646 -2.038916  -0.407
O -0.071605 2.696759 -0.485097  -0.092
H -1.355578 -2.570894 -1.515616  0.049
H 1.204730 1.597641 -2.492712  -0.045
O -0.468380 1.772693 -2.966762  -0.096
H -3.464962 0.623806 -2.300013  0.096
N 0.003411 -0.487939 0.254110  -0.049
H 2.762216 -2.195425 1.440654  0.017
H -1.243531 1.272906 -2.636255  0.012
O 3.628758 -1.734502 1.301518  -0.079
H -1.679963 -1.049559 -1.857839  -0.014
H -0.389795 2.567332 -1.416430  0.021
H 1.873642 -1.025087 -0.632140  0.095
C 1.083306 -2.531763 -2.808875  -0.067
H -0.195523 -2.892231 2.036677  0.007
O -2.635451 0.728100 -1.806287  -0.088
H 3.527301 -0.948358 0.777159  -0.053
H 0.716748 -2.664265 -3.852289  0.088
H 2.919765 0.857651 -0.857898  -0.026
H -0.777163 2.046823 -3.885812  0.130
N -1.155993 -1.826535 -2.123246  0.077
H 1.042088 -3.472275 -2.308510  0.065
H 0.896486 2.579736 -0.428607  0.048
C -0.228352 0.529559 2.496243  -0.517
H -2.879716 1.438623 -1.140414  0.026

Forces on the atoms, in the same order (eV/Å):
H 1.031 1.271 0.604
H 0.229 0.496 0.126
O -3.550 -1.122 -0.748
H 0.146 0.362 -0.083
H 0.161 -0.108 -0.343
H -0.277 0.157 -0.956
H -1.000 0.313 1.156
H 0.538 0.403 0.097
H 0.063 0.079 0.111
O 0.296 -1.557 0.693
H 0.089 -0.510 0.682
O -0.027 -0.712 1.115
H 4.183 1.811 0.744
H -0.453 -1.126 0.422
O 3.188 -0.173 -0.454
S 0.069 -0.600 1.256
C -0.800 0.935 0.064
C -0.416 -0.514 -0.266
O -0.654 0.711 -0.622
H 0.048 1.077 -1.996
H -0.418 1.893 -1.151
H -0.478 0.871 -0.763
H 0.005 0.230 -0.039
H -0.482 0.169 -0.242
O -0.014 -0.134 -0.269
H 0.978 0.254 0.361
H -0.569 -0.431 0.073
C 0.276 0.036 -0.361
O -0.253 -0.162 -0.108
H -0.281 -1.259 0.891
H -1.910 -0.101 -0.916
O -0.958 0.564 -2.412
H 0.376 -0.222 -0.015
N 1.122 -3.205 1.343
H 1.137 0.842 -0.374
H -0.268 -0.249 0.197
O -0.517 -1.893 1.126
H -1.176 1.304 0.561
H 0.986 0.344 0.870
H -0.256 -0.430 -0.061
C -0.368 0.609 -1.116
H 0.914 -0.553 0.180
O -0.818 0.359 -0.136
H -0.523 0.487 -0.481
H 0.025 0.137 0.785
H -0.984 0.771 -1.393
H 0.823 -0.347 1.744
N 2.069 0.258 -1.398
H -0.296 -0.862 0.402
H -0.727 0.112 -0.477
C -0.592 -0.518 1.506
H 0.312 -0.065 0.068

Kohn-Sham gap	8.8	eV
energy above the lowest of the compared OMol25 structures with the same formula, charge and spin	1.271	eV

# C25H48Cl3N4O3SScSi

A structure of composition C25H48Cl3N4O3SScSi at a distorted geometry (ωB97M-V/def2-TZVPD, the Open Molecules 2025 dataset).

Last column: Löwdin charge in e.
Element x y z (Å)
H -1.763168 4.547139 -3.161944  0.037
H 2.233658 -1.738530 0.413867  0.118
H 0.586999 -5.682315 -4.490377  0.049
C -1.052280 -2.991942 -0.711473  -0.181
H -1.216497 6.288006 2.681034  0.099
H -0.484028 4.393715 -1.899154  -0.002
H -1.922974 3.329584 -1.853121  -0.041
H 1.712569 4.453834 3.149683  0.087
Sc 0.487995 1.609951 0.199927  0.240
H -0.649858 0.981295 5.563172  0.103
Si -0.307436 2.582175 -3.618994  0.408
H -2.797233 -4.000694 2.141000  0.098
C 1.095998 2.264105 5.336923  -0.074
H 2.124702 -0.918474 -3.442711  0.078
C 2.997537 -0.816188 -2.784958  -0.031
C -0.309823 -0.486432 3.274600  -0.734
O 0.289376 2.543754 1.978349  -0.235
H -2.935789 -2.574019 5.725578  0.076
H 3.498697 -3.243208 -0.476610  0.094
C -0.761794 5.973603 1.737406  -0.019
H -3.010163 -0.815335 5.986216  0.077
H -0.532529 -2.510906 5.311999  0.130
C -0.714729 -4.422277 1.769367  -0.133
H -0.995805 -5.371223 -5.213317  0.041
C 1.496535 4.954410 2.189788  -0.033
Cl 0.152295 0.857321 -2.142083  0.407
C -2.122880 -3.136651 0.253675  -0.046
C 0.171419 -3.512525 -0.296805  -0.105
H 3.170184 0.242540 -2.566747  0.086
H 2.182244 2.605447 -3.972940  0.024
H -3.104616 -2.676016 0.063859  0.111
H 2.074565 4.449467 1.389451  0.000
H -1.740969 3.252803 -5.458755  0.045
H -1.918854 -1.655199 3.421417  0.128
O 2.030626 0.185109 -0.263852  -0.277
H 0.681899 3.023851 5.997679  0.080
H 1.650772 2.758803 4.537773  0.053
C -1.077577 -1.546203 5.359656  -0.236
H -0.797886 1.808297 -5.933536  0.037
C -0.031109 1.427061 4.771824  -0.241
O 0.002199 -1.958837 -2.866004  -0.156
H 1.702438 6.038783 2.205158  0.103
H -2.242493 1.634686 -4.873275  0.041
H 1.782991 1.646597 5.916243  0.083
C -1.125337 -2.271228 -2.017863  -0.208
H 4.359101 -2.884202 -2.004702  0.091
H 1.573637 4.188421 -3.438659  0.009
C 2.323386 -1.029835 -0.422401  -0.287
Cl 1.912027 3.363394 -0.658155  0.118
C 0.352818 -4.213568 0.893144  -0.108
H -1.545007 3.500206 1.753696  0.112
H 2.756957 -3.639142 -2.043328  0.098
Cl -1.939000 1.607614 0.003087  0.047
H 0.354564 -4.246595 -5.453916  0.054
C -1.374690 2.266785 -5.117155  -0.191
H 1.035796 -3.310404 -0.931904  0.074
H 1.306852 0.666363 3.360103  0.112
H -0.576463 -4.986900 2.704795  0.096
H 1.325402 3.669508 -5.130084  0.036
H 1.326617 -4.636528 1.126740  0.096
C 3.386033 -2.917283 -1.512243  -0.037
N 0.548556 0.327885 3.957220  -0.011
H -1.784942 -1.406143 -1.977847  0.109
N 0.074202 4.796622 1.892163  -0.147
H -2.031375 -3.010678 -5.312065  0.075
C -1.720567 -2.238812 -4.600630  -0.025
H -2.581715 -1.709903 -4.158591  0.077
C -0.134379 -4.903086 -4.726435  -0.215
H -1.143791 -1.488710 -5.162903  0.071
C 1.358225 3.322314 -4.085119  -0.222
H -0.410333 -0.830061 5.859672  0.095
N 2.802916 -1.583134 -1.554441  -0.139
H 3.865228 -1.265863 -3.281418  0.090
H -1.585606 5.781438 1.042319  0.102
N -1.313515 -1.049071 3.985213  0.024
C -0.461276 3.588832 1.882994  -0.299
H -0.406288 -4.686041 -2.541539  0.047
C -1.944398 -3.843465 1.459893  -0.145
H -0.168542 6.805863 1.359768  0.096
C -1.208197 3.838261 -2.520238  -0.245
S -0.089660 -0.771908 1.602909  0.794
H -2.187650 -1.854352 7.159103  0.076
H -0.699991 2.043157 4.140332  0.110
C -0.525134 -4.205346 -3.502587  -0.231
C -0.949459 -2.874695 -3.475734  -0.500
C -2.390207 -1.705049 6.097835  -0.086

Forces on the atoms, in the same order (eV/Å):
H 0.259 -0.235 0.219
H -0.002 0.222 -0.132
H 0.077 -0.287 -0.131
C -0.125 -0.022 0.981
H 0.210 -0.062 0.068
H -0.273 -0.237 -0.259
H 0.208 0.283 -0.305
H 0.015 0.497 -0.347
Sc 0.259 -1.848 -0.521
H 0.258 0.350 -0.183
Si 0.179 0.897 1.397
H 0.381 0.223 -0.418
C -0.198 -0.026 0.175
H 0.101 -0.074 0.292
C -0.064 -0.196 -0.241
C 0.202 -0.005 -1.068
O -1.027 1.676 0.512
H -0.083 0.095 0.031
H 0.021 0.031 -0.123
C -0.660 0.370 0.003
H -0.005 -0.016 -0.001
H -0.246 0.414 -0.027
C 0.276 0.151 0.216
H 0.038 -0.353 -0.605
C 0.368 -0.109 -0.208
Cl -0.600 1.008 -2.765
C 0.382 0.065 -0.819
C 0.583 -0.108 0.049
H -0.016 -0.252 0.086
H -0.163 0.199 -0.092
H 0.517 -0.254 -0.058
H -0.239 0.478 0.563
H 0.219 -0.348 0.243
H 0.398 0.350 0.130
O 0.214 -0.525 -0.229
H 0.074 0.116 0.012
H 0.020 -0.059 0.035
C 0.371 0.131 -0.174
H -0.285 0.036 0.218
C -0.156 -0.389 -0.151
O 0.951 1.633 1.658
H 0.095 -0.674 0.175
H 0.262 0.183 -0.197
H 0.023 0.021 -0.028
C -0.678 0.252 -1.253
H 0.011 -0.014 0.192
H -0.106 -0.411 -0.183
C 0.698 -0.306 -0.993
Cl -0.116 0.012 -0.025
C -0.352 -0.095 0.044
H 0.198 -0.059 -0.019
H -0.024 0.127 -0.063
Cl -0.038 0.374 0.421
H 0.051 -0.009 -0.262
C 0.047 -0.684 0.047
H -0.507 -0.388 0.007
H -0.509 -0.241 0.205
H -0.088 0.247 -0.550
H 0.026 -0.166 0.253
H -0.037 0.110 -0.009
C -0.347 -0.291 -0.113
N -0.106 0.704 0.047
H -0.292 -0.019 0.141
N -0.659 -0.789 0.338
H -0.205 0.207 0.191
C -0.202 0.384 -0.116
H 0.064 -0.263 -0.468
C -0.102 -0.280 -0.528
H 0.103 -0.139 0.182
C 0.070 -0.178 -0.059
H -0.321 -0.438 -0.116
N -0.159 1.320 1.550
H -0.139 0.362 0.006
H 0.276 -0.063 0.020
N 0.292 -0.560 -0.224
C 1.420 0.094 0.040
H 0.175 -0.194 -0.076
C -0.273 0.105 -0.665
H -0.010 -0.199 -0.085
C -0.080 -0.277 -0.027
S -0.333 0.211 1.312
H -0.103 -0.085 -0.017
H 0.256 -0.318 0.300
C -0.480 -0.416 0.789
C -0.376 -0.917 1.671
C 0.137 -0.058 0.115

Kohn-Sham gap (alpha / beta)	2.8 / 2.8	eV
energy above the lowest of the compared OMol25 structures with the same formula, charge and spin	6.117	eV

# C2H7N2PS2

The molecule C2H7N2PS2 at a distorted geometry (ωB97M-V/def2-TZVPD, the Open Molecules 2025 dataset).

Last column: Mulliken spin population.
Element x y z (Å)
C -0.905065 0.799473 0.321306  0.049
N 1.343108 -0.413154 0.326971  0.735
H -0.487440 -0.779269 2.243802  0.001
H 1.084594 1.702549 0.095717  0.037
S -2.279375 -0.876439 -1.303191  0.005
H -3.652681 -0.633757 -1.080453  0.008
H 0.505683 0.877120 -1.357516  -0.006
H -1.274763 1.506351 -0.391275  0.001
S 1.952889 -1.501324 -0.873485  0.270
P -0.896213 -1.650264 1.225470  0.859
H 2.367015 -2.268445 0.130086  -0.003
C 0.657939 0.766764 -0.238823  -0.038
N -1.572974 -0.456310 0.269492  0.086
H -0.910333 1.039460 1.449880  -0.004

Forces on the atoms, in the same order (eV/Å):
C 2.809 0.430 1.186
N 0.522 0.572 -2.509
H 0.066 0.213 0.206
H 0.462 0.118 0.295
S -0.468 0.223 1.227
H 1.475 -0.150 0.165
H 0.664 -0.690 0.970
H -1.085 0.713 0.314
S -0.836 1.655 1.757
P -0.651 -2.372 0.814
H 0.264 -0.624 -0.178
C -2.188 -0.786 -0.028
N -1.086 0.181 -2.279
H 0.053 0.518 -1.941

Kohn-Sham gap (alpha / beta)	7.1 / 8.3	eV
2S+1	3

# C7H8FN3OS2

A cluster of 2 separate species, C7H8FN3OS2 in total (ωB97M-V/def2-TZVPD, the Open Molecules 2025 dataset).

Last column: Löwdin charge in e.
Element x y z (Å)
S -2.082648 -6.805804 2.663896  0.715
H 0.331465 -2.828408 2.500641  0.152
N -0.360800 -4.735363 2.828919  0.039
F 0.185589 0.236533 -2.400859  0.064
H 1.880635 4.444421 -2.420826  0.106
S -1.543224 -2.072099 0.368845  0.724
H 1.590761 3.383575 0.019348  0.151
O -2.003996 -4.470125 1.407159  -0.022
H 1.568318 2.187137 -3.806598  0.110
C -1.474364 -5.346698 2.313638  -0.897
N -0.083624 -3.621085 2.027005  0.039
C 0.769518 3.371358 -0.714333  -0.402
N -0.207776 4.368702 -0.286900  0.037
H -0.961481 4.404219 -0.968285  0.079
C 0.189634 1.978847 -0.762366  0.014
C 1.383608 3.534400 -2.096447  -0.047
H -0.355889 1.518106 0.049715  0.114
C 0.488989 1.458993 -1.953617  -0.294
H 0.221660 5.290997 -0.280138  0.069
C 1.230029 2.407320 -2.800364  -0.012
H 0.430408 -5.330462 3.044996  0.153
C -1.196814 -3.374563 1.266572  -0.894

Forces on the atoms, in the same order (eV/Å):
S 0.091 0.212 -0.048
H -0.065 -0.054 -0.078
N 0.021 -0.254 0.089
F 0.011 0.043 0.024
H -0.094 -0.170 0.048
S 0.071 -0.209 0.145
H -0.063 -0.023 -0.083
O -0.050 -0.040 -0.017
H -0.042 0.051 0.142
C 0.033 -0.161 0.099
N 0.019 0.219 -0.073
C 0.101 -0.144 -0.035
N 0.022 0.195 -0.165
H 0.024 -0.003 0.095
C 0.014 -0.095 -0.071
C 0.015 -0.050 -0.081
H 0.061 0.028 -0.110
C -0.004 0.204 0.164
H -0.081 -0.131 0.037
C 0.030 0.075 0.041
H -0.146 0.043 -0.029
C 0.030 0.264 -0.095

Kohn-Sham gap	8.9	eV

| no. | calculated total energy (eV) |
| --- | --- |
| 1 | -40028.1184 |
| 2 | -115790.3405 |
| 3 | -36122.4208 |
| 4 | -38292.1775 |